# C72H172B2ClF8N4O8P3

A cluster of 10 separate species, C72H172B2ClF8N4O8P3 in total (wB97M-V/def2-TZVPD, the Open Molecules 2025 dataset).

Values from the calculation:
HOMO-LUMO gap (eV): 8.4
Multiplicity: 1
Total charge: +4
Calculated total energy (eV): -163252.13345

XYZ file:
```
270
Properties=species:S:1:pos:R:3:mulliken_charge:R:1
O 15.79 24.14 21.82 -0.4164
H 13.73 24.79 21.96 0.3706
H 10.74 14.07 25.66 0.3012
H 18.54 18.97 28.66 0.3777
H 20.75 20.47 20.78 0.6631
C 19.90 19.79 20.79 -0.7025
H 18.54 15.55 19.02 -0.1014
H 21.75 23.02 14.65 0.3507
H 13.14 17.12 26.21 0.5426
H 20.15 17.81 27.34 0.4361
H 15.44 21.46 22.88 -0.5686
H 11.66 12.72 18.38 0.2456
H 13.36 20.49 9.82 0.4323
H 9.72 24.28 14.44 0.5862
C 14.61 12.12 16.38 0.2374
H 17.73 16.18 27.59 0.0358
C 21.09 21.07 14.94 -0.3500
H 11.95 19.26 18.02 0.0017
C 16.17 21.92 21.05 -0.2917
H 22.28 19.47 16.03 0.7331
C 21.11 16.79 15.60 -1.6900
C 18.47 14.37 21.57 -0.5761
C 19.28 18.83 17.00 -0.2529
H 13.21 27.38 16.81 0.4195
H 11.19 24.37 13.62 0.4485
H 17.18 13.85 17.44 0.6428
N 19.45 17.28 26.84 -0.0276
H 20.73 13.76 17.24 0.0047
H 19.83 18.14 23.54 -0.3020
H 14.27 24.37 16.21 0.5212
C 19.52 15.43 21.96 -0.2966
H 17.33 18.06 29.45 0.5526
H 14.69 27.04 18.89 0.5231
H 20.30 16.78 13.03 0.1117
C 12.68 15.64 14.70 -1.2803
C 20.11 17.74 24.51 0.3956
F 13.56 20.33 22.42 0.4461
H 9.28 13.36 18.44 0.3554
H 8.89 14.36 20.64 0.5150
C 14.08 11.04 17.35 -0.0848
C 16.44 14.14 25.11 -0.8122
H 20.69 20.16 18.07 0.4380
H 14.34 14.71 18.09 -0.2682
H 8.62 21.67 11.66 0.3666
H 21.96 16.95 14.94 0.6705
H 22.50 18.18 23.27 0.2762
C 13.22 16.70 23.25 0.5829
H 10.97 21.65 14.88 0.5974
H 17.46 23.20 23.27 0.3578
H 17.09 22.26 20.59 0.3962
H 14.85 21.15 11.95 0.4640
B 13.32 20.73 23.75 -0.9673
C 21.26 15.33 20.45 -0.6202
H 17.43 14.16 24.66 0.0418
H 21.90 14.88 21.20 0.3572
H 20.84 18.50 18.65 0.2593
H 13.70 20.12 14.03 -0.7432
C 11.38 14.25 16.83 -1.6908
C 11.39 13.78 18.30 0.6778
H 8.84 21.37 13.49 0.3155
H 10.26 13.25 20.71 0.3805
H 15.67 23.70 26.61 0.4592
O 16.07 15.47 25.33 0.2332
C 21.59 19.61 15.19 -1.2097
H 12.65 20.75 16.31 0.4056
H 18.16 17.08 25.28 -0.3446
H 12.19 17.22 10.97 0.4378
O 21.27 18.45 24.94 -0.4763
H 14.12 14.89 25.59 0.4733
H 16.06 17.97 16.28 0.1030
Cl 16.69 17.98 22.26 -1.0257
O 16.82 18.85 27.58 -0.0160
F 13.06 22.13 23.76 -0.3882
H 22.24 19.27 14.38 0.7802
H 13.18 17.41 17.01 0.3505
H 13.36 17.27 22.34 0.1725
H 20.83 14.47 19.93 0.0880
H 19.22 19.39 10.50 0.3828
H 21.15 13.85 15.47 0.3596
C 19.17 18.52 14.00 -0.5311
H 12.89 15.61 11.10 0.3659
C 11.68 19.79 18.93 -1.2934
H 11.44 25.66 16.34 0.4222
H 20.52 21.32 15.83 0.2579
H 18.21 10.99 18.77 0.3574
H 16.68 13.08 18.95 0.3112
H 18.68 17.94 17.21 -0.0744
H 19.90 16.40 26.67 0.4673
H 14.21 13.06 14.56 0.3585
C 21.53 13.82 16.49 -0.9773
C 9.91 14.19 20.29 -1.0841
C 13.17 21.64 16.67 -0.1723
C 22.03 19.01 23.81 -0.4944
H 12.17 16.52 15.10 0.5429
H 13.26 16.69 18.60 0.2137
H 18.72 20.66 19.15 0.4808
H 14.23 21.42 16.54 0.4472
H 10.44 22.95 16.03 0.7325
C 15.95 19.73 28.11 -0.7391
H 15.76 21.18 20.36 -0.2920
H 22.82 22.00 15.57 0.3724
P 13.09 14.55 16.14 0.7023
H 13.19 9.13 17.37 0.4337
H 13.68 15.72 23.14 -0.0533
C 14.23 26.17 18.42 -0.7700
H 21.46 18.47 12.18 0.2006
H 13.39 11.45 18.08 -0.2050
C 17.47 13.68 18.48 -1.0482
H 16.39 20.72 28.27 0.3090
C 9.85 23.08 12.59 -0.2817
H 14.21 9.43 15.90 0.3327
H 15.66 17.43 18.73 -0.6171
H 11.14 16.22 22.77 0.3596
C 13.07 20.96 10.76 -1.4363
C 13.86 16.09 13.86 0.3395
C 15.40 18.56 16.92 -0.8280
H 15.36 11.69 15.71 0.7776
N 17.41 14.97 20.69 2.2700
C 14.81 15.65 25.97 -1.0355
C 17.51 22.11 23.32 -0.3201
C 18.94 17.81 25.51 0.3104
H 20.81 17.65 10.88 0.5504
H 11.90 15.12 14.15 0.6792
H 20.92 20.02 10.47 0.3662
H 22.29 17.04 17.42 0.4703
H 15.49 19.47 29.06 0.4634
C 20.07 19.72 11.10 -1.1815
H 22.85 19.66 24.10 0.3811
H 12.69 12.33 15.24 0.5622
C 11.78 16.54 23.59 -0.9625
C 22.41 15.07 16.82 -0.9482
H 14.51 16.73 14.45 -0.5204
H 14.26 22.72 21.27 0.4661
C 14.85 17.80 18.10 1.9382
C 12.75 22.02 18.14 -0.7749
H 18.53 11.58 17.05 0.3263
P 20.26 18.42 15.48 0.4761
H 13.53 22.69 18.50 -0.0727
C 14.15 17.06 25.79 -0.1097
F 13.20 13.54 21.98 -0.1423
H 14.07 25.31 19.08 -0.0837
C 22.21 22.03 14.67 -0.7258
H 12.03 20.66 10.88 0.3421
H 15.12 22.06 26.12 0.0305
H 19.11 20.14 21.46 -0.1593
H 18.28 18.01 14.37 0.1495
H 18.65 19.69 16.78 0.7337
H 18.58 18.82 25.67 -0.1454
C 17.61 15.02 19.20 1.0542
C 10.45 23.64 13.95 -1.2074
H 20.05 15.02 22.82 0.6713
H 12.23 20.52 13.17 0.3440
H 14.90 17.63 23.93 -0.9335
H 13.71 20.36 19.31 -0.8049
C 12.47 16.43 11.67 -1.6575
H 18.93 19.56 13.76 0.7143
H 15.03 15.44 27.01 0.5227
H 18.87 16.33 28.70 0.5229
H 11.86 22.65 18.21 0.4466
H 20.49 15.97 15.23 0.6789
H 20.48 16.73 24.35 0.2453
F 13.88 13.02 19.89 0.1206
C 19.16 19.70 19.42 -0.2858
H 14.26 19.52 11.84 0.0284
H 13.11 22.04 10.66 0.3405
H 11.37 19.14 19.74 0.4281
H 10.51 14.99 20.72 -0.0187
C 13.04 26.56 17.51 -0.9289
F 12.31 20.01 24.28 -0.2412
C 14.28 15.44 17.28 0.1852
O 20.23 16.19 20.96 0.1671
C 13.40 17.02 12.73 -0.3302
C 8.72 22.07 12.67 -1.2531
C 13.47 9.84 16.59 -1.3967
C 12.75 20.87 19.26 1.2686
C 21.58 16.36 16.95 0.4580
H 14.78 25.94 21.20 0.2527
H 16.60 13.58 26.03 0.4109
H 7.81 22.66 12.80 0.3674
O 11.54 15.84 24.80 -0.2971
C 18.73 11.69 18.12 -1.0033
H 23.34 22.93 13.17 0.3729
C 10.99 22.71 15.12 -0.7740
C 14.76 25.15 21.95 -0.8488
H 13.32 22.98 12.98 0.5204
H 18.26 19.10 19.53 -0.1561
H 14.70 17.87 26.27 -0.2706
H 9.59 15.10 18.46 0.4138
H 18.91 16.17 22.48 -0.0490
H 14.99 25.78 17.74 0.2589
H 14.35 17.39 12.36 0.5430
H 21.78 15.97 19.74 0.1422
H 19.75 11.37 18.31 0.3214
B 14.15 13.78 21.02 -0.7278
H 14.85 10.74 18.07 0.5115
H 14.58 22.33 13.97 0.7673
H 17.94 14.12 22.49 -0.1500
H 13.63 18.50 24.44 0.0611
C 13.28 20.80 13.30 0.8879
O 17.16 22.59 25.80 -0.5671
H 15.23 15.49 16.76 0.8377
O 18.66 13.05 18.64 -0.1272
H 16.88 20.68 24.98 -0.3097
F 14.37 15.08 20.79 -0.1392
H 23.43 21.09 13.18 0.3300
F 15.36 13.32 21.46 -0.2608
H 20.40 21.17 14.10 0.1160
H 9.53 23.96 12.03 0.4739
H 16.76 15.62 18.86 -0.7302
H 20.11 18.80 21.21 -0.0764
H 12.91 17.86 13.23 -0.0579
H 14.86 25.73 22.86 0.3843
C 19.66 17.63 12.79 -0.5052
H 11.50 17.52 23.98 0.2264
H 10.79 13.56 16.22 0.6959
C 12.35 25.34 16.85 -0.1653
H 12.61 21.24 20.27 0.1567
H 21.46 19.66 23.14 0.0896
H 12.60 10.15 16.01 0.3062
H 12.10 14.33 18.93 -0.5537
C 18.43 16.95 27.93 -0.5205
H 10.91 15.22 16.75 0.6433
C 20.14 19.25 18.28 -0.7100
N 16.36 21.35 22.49 2.3753
H 22.12 12.91 16.56 0.4659
C 13.94 20.56 11.89 -0.2227
H 23.08 14.93 17.67 0.4350
C 9.96 14.13 18.81 -0.7112
F 14.47 20.44 24.43 0.1207
C 15.82 22.87 25.92 -0.1987
H 13.45 25.09 14.93 0.6595
H 20.80 16.42 17.71 -0.4806
P 12.76 22.85 15.40 0.0221
H 10.07 14.48 24.08 0.3287
C 10.96 14.55 24.70 -0.6662
C 15.27 23.05 21.03 -0.2565
C 22.83 21.99 13.35 -1.1829
H 15.18 23.42 20.01 0.3042
H 16.07 19.32 17.31 0.5391
H 10.71 22.64 12.07 -0.1062
H 15.20 12.86 16.91 -0.9526
H 22.15 21.82 12.51 0.2652
H 15.08 19.72 27.45 0.0277
C 13.60 12.89 15.45 -0.6691
H 18.72 17.35 12.30 0.5646
H 16.58 20.36 22.56 -1.1190
H 14.60 18.99 16.31 -0.3470
H 11.52 16.06 12.06 0.3351
H 15.70 13.61 24.51 0.2982
C 13.26 24.52 15.84 -1.0744
N 13.99 17.56 24.35 1.4821
H 17.43 15.96 20.87 -1.1077
H 15.36 23.23 25.00 -0.1081
H 19.74 20.44 11.84 0.2581
H 16.49 14.74 21.03 -0.2872
C 13.82 16.83 17.68 -1.1086
H 14.41 18.57 18.74 -1.0374
H 18.79 13.41 21.17 0.4039
H 18.42 21.38 25.12 0.4528
C 20.50 18.31 11.69 -0.7562
H 14.48 15.25 13.55 0.5130
H 10.78 20.20 18.46 0.4378
H 23.01 15.22 15.92 0.4341
H 11.69 13.92 24.20 0.1918
H 12.11 24.63 17.63 0.0172
C 13.51 22.25 13.77 -1.2950
C 17.41 21.60 24.77 0.1352
H 18.47 21.81 22.90 0.3567
C 17.77 18.23 28.46 -0.7671
H 12.33 26.93 18.25 0.4041
```